No. 1
Entry from the Open Molecules 2025 dataset: 6 unconnected molecules or ions with the total composition C38H84N4O6 at a distorted geometry (wB97M-V/def2-TZVPD).

## Properties
- SMILES: CC1(C)CCCC(C)(C)N1O.CC1(C)CCCC(C)(C)N1O.CC1(C)CCCC(C)(C)N1O.CC1(C)CCCC(C)(C)N1O.CO.CO
- Multiplicity: 1
- Kohn-Sham gap: 0.3247 Ha
- Total energy: -59006.634 eV
- Molecular weight: 693.11 g/mol
- ΔE to the lowest compared entry with this formula, charge and spin: 47.0 kcal per mole

Last column: Löwdin charge in e.
CARTESIAN COORDINATES (ANGSTROEM)
O 4.238 5.262 -1.213  -0.02
O 4.333 -1.086 3.927  -0.04
O -5.632 -2.019 3.422  0.00
O -0.619 0.431 -0.029  -0.10
O 0.282 -2.832 -5.872  -0.01
O -3.294 1.340 -2.669  -0.12
N 0.563 -3.254 -4.561  -0.11
N 3.066 -1.693 3.594  -0.07
N -5.438 -2.207 2.044  -0.11
N 3.077 6.006 -0.867  -0.08
C 0.195 -5.793 -4.829  -0.04
C 0.699 -4.421 -1.881  -0.18
C -0.395 -2.788 -3.532  -0.51
C -4.281 -3.046 1.725  -0.50
C -5.619 -1.294 -0.230  -0.12
C -0.851 1.368 0.984  -0.18
C 3.355 7.419 -1.226  -0.52
C 0.810 -2.105 1.850  -0.16
C 2.544 5.622 0.448  -0.52
C 3.895 -2.007 1.180  -0.02
C 1.889 -3.177 2.097  -0.13
C 2.168 8.232 -0.763  -0.17
C -5.057 0.236 1.605  -0.03
C -4.223 -1.869 -0.503  -0.19
C 4.041 -3.800 3.032  -0.04
C 3.661 5.608 1.565  -0.02
C 1.656 -4.822 -3.013  -0.13
C -4.082 -3.214 0.196  -0.13
C 4.646 8.023 -0.644  -0.02
C -7.342 -0.777 1.487  -0.03
C 3.284 -2.582 2.446  -0.51
C 3.363 7.592 -2.748  -0.03
C -3.794 2.121 -1.601  -0.15
C -2.983 -2.422 2.285  -0.03
C 1.772 8.077 0.711  -0.17
C 0.730 -1.184 3.117  -0.13
C -1.747 -3.505 -3.461  -0.01
C 2.059 -0.605 3.598  -0.50
C 1.461 6.588 0.898  -0.15
C 1.062 -4.634 -4.432  -0.50
C 2.425 0.644 2.817  -0.03
C -4.502 -4.467 2.265  -0.03
C 0.288 -2.989 -2.144  -0.15
C -5.871 -1.027 1.276  -0.50
C -0.501 -1.278 -3.664  -0.03
C 1.994 4.203 0.339  -0.04
C 1.866 -0.238 5.100  -0.02
C 2.307 -4.700 -5.380  -0.04
H -7.740 -0.168 0.670  0.09
H -3.757 -5.220 2.028  0.09
H -4.384 -4.325 3.353  0.08
H 5.007 -3.388 3.341  0.08
H -2.502 -2.906 -2.953  0.07
H -3.455 -1.160 -0.180  0.09
H -1.482 0.973 1.788  0.07
H -0.164 -0.565 3.026  0.10
H 1.251 7.883 -1.249  0.12
H -4.958 -1.373 3.698  0.09
H 1.549 -3.880 2.855  0.12
H 2.568 -4.263 -2.772  0.12
H 1.512 3.944 1.283  0.08
H -3.053 -3.476 -0.050  0.12
H -2.712 1.883 -3.210  0.08
H 4.384 -1.259 4.873  0.10
H 2.500 7.131 -3.218  0.09
H 3.199 -1.392 0.603  0.07
H -4.378 1.462 -0.963  0.04
H 4.064 6.614 1.637  0.06
H 1.015 -4.585 -0.848  0.10
H 2.867 -3.763 -5.335  0.09
H 1.614 1.362 2.936  0.07
H 0.012 -5.776 -5.908  0.08
H 4.859 5.464 -0.493  0.08
H -4.868 -3.844 -0.222  0.12
H 1.199 -2.386 -2.122  0.12
H -0.182 -2.486 1.621  0.08
H -2.155 -3.107 2.078  0.07
H -1.166 -0.795 -2.943  0.07
H -0.908 -0.979 -4.637  0.08
H 1.392 -1.064 5.623  0.08
H 3.415 8.648 -3.025  0.09
H 3.002 -5.479 -5.070  0.08
H -6.331 -2.023 -0.625  0.13
H 5.508 7.676 -1.223  0.08
H -4.062 -2.002 -1.575  0.10
H 4.321 7.223 -3.127  0.08
H 2.495 8.543 1.388  0.11
H 4.447 4.892 1.317  0.08
H 2.752 3.461 0.098  0.08
H -0.570 -3.248 -6.098  0.10
H 1.096 -1.457 1.017  0.09
H -3.034 2.583 -0.960  0.07
H 0.876 8.683 0.868  0.11
H 1.290 4.215 -0.497  0.09
H -1.177 2.389 0.760  0.08
H 0.396 -1.927 3.855  0.11
H -2.004 -3.402 -4.528  0.09
H 4.259 -2.782 0.510  0.09
H 1.109 6.362 1.909  0.12
H 4.884 7.818 0.396  0.06
H -5.208 1.111 0.973  0.07
H -3.982 0.069 1.477  0.05
H 4.648 -1.275 1.487  0.09
H 3.539 -4.276 3.868  0.08
H 0.105 1.568 1.475  0.05
H -1.293 0.495 -0.715  0.06
H 3.387 1.072 3.101  0.08
H 1.253 0.650 5.272  0.08
H -5.137 0.566 2.646  0.08
H -1.735 -4.528 -3.112  0.06
H 0.554 6.389 0.312  0.12
H 4.229 -4.557 2.270  0.08
H -2.634 -1.472 1.884  0.06
H 1.969 -4.759 -6.413  0.07
H 0.459 -0.768 -3.587  0.09
H -5.671 -0.374 -0.813  0.11
H -7.915 -1.688 1.629  0.09
H -3.047 -2.394 3.376  0.08
H 0.640 -6.770 -4.639  0.09
H 2.553 0.472 1.743  0.08
H 1.942 -3.614 1.096  0.10
H -7.473 -0.103 2.340  0.08
H 3.214 5.256 2.493  0.09
H 2.851 0.057 5.462  0.07
H 2.223 9.315 -0.894  0.12
H -0.786 -5.790 -4.346  0.07
H 2.055 -5.835 -2.899  0.12
H -4.445 2.911 -1.993  0.09
H 4.613 9.098 -0.825  0.09
H -0.480 -2.630 -1.456  0.11
H -5.541 -4.787 2.222  0.09
H -0.185 -5.075 -1.877  0.10



No. 2
Entry from the Open Molecules 2025 dataset: C20H27BrN2O5S in the gas phase (wB97M-V/def2-TZVPD).

## Properties
- SMILES: CCOC(=O)c1c(NC(C)=O)sc2c(OC[C@H](O)CN(CC)CC)c(Br)ccc12
- Multiplicity: 1
- Kohn-Sham gap: 0.3035 Ha
- Total energy: -115274.479 eV
- Molecular weight: 487.42 g/mol
- ΔE to the lowest compared entry with this formula, charge and spin: 9.2 kcal per mole

Last column: Löwdin charge in e.
CARTESIAN COORDINATES (ANGSTROEM)
Br 0.720 -4.269 -0.114  0.79
S -0.174 1.303 -0.334  1.20
O -0.031 3.785 -0.499  -0.02
O -4.564 2.173 0.289  0.07
O 1.524 -1.545 -0.419  -0.11
O -4.857 -0.039 0.536  0.00
O 4.115 -1.453 0.634  -0.02
N -2.140 3.111 -0.146  0.11
N 4.155 1.599 -0.013  -0.20
C 4.499 1.581 1.399  -0.24
C -1.809 1.788 -0.115  -0.41
C 3.762 -0.783 -0.553  -0.33
C -0.415 -2.750 -0.050  -0.59
C -1.775 -2.904 0.158  -0.11
C 5.921 2.032 1.753  -0.07
C 4.347 2.870 -0.689  -0.25
C -0.644 -0.386 -0.158  -0.32
C 0.190 -1.503 -0.217  -0.31
C -2.589 -1.795 0.216  -0.02
C 2.288 -0.359 -0.518  -0.17
C -2.697 0.749 0.089  -0.09
C -4.107 1.038 0.307  -0.41
C -7.030 -0.853 -0.102  -0.06
C -1.198 4.080 -0.342  -0.51
C 4.661 0.453 -0.740  -0.14
C -1.744 5.479 -0.346  0.02
C 3.460 3.966 -0.110  -0.08
C -6.259 0.144 0.747  -0.21
C -2.032 -0.526 0.062  -0.18
H -3.646 -1.903 0.379  0.10
H -2.183 -3.896 0.276  0.10
H 5.678 0.165 -0.438  0.13
H 6.658 1.462 1.192  0.07
H 4.679 0.692 -1.805  0.12
H 3.779 2.213 1.927  0.11
H -2.273 5.675 0.585  0.09
H -6.523 1.175 0.491  0.12
H -2.445 5.597 -1.170  0.09
H -3.139 3.292 -0.005  0.13
H -6.452 -0.021 1.813  0.13
H -0.929 6.187 -0.460  0.09
H 3.535 4.855 -0.732  0.07
H 2.041 0.194 -1.430  0.13
H -6.739 -1.868 0.152  0.08
H 4.362 0.554 1.740  0.11
H 3.910 -1.463 -1.407  0.15
H 5.400 3.199 -0.679  0.11
H 3.501 -2.189 0.750  0.09
H 6.097 1.866 2.813  0.07
H -8.095 -0.734 0.079  0.08
H 2.424 3.640 -0.095  0.05
H 3.764 4.232 0.899  0.06
H 2.131 0.285 0.351  0.11
H 4.061 2.722 -1.735  0.11
H 6.065 3.089 1.544  0.06
H -6.829 -0.686 -1.157  0.08



No. 3
Entry from the Open Molecules 2025 dataset: a gas-phase ion, C2H7N2O (charge +1) at a distorted geometry (wB97M-V/def2-TZVPD).

## Properties
- SMILES: C/C(N)=[NH+]/O
- Net charge: +1
- Multiplicity: 1
- Kohn-Sham gap: 0.4255 Ha
- Total energy: -7206.427 eV
- Molecular weight: 75.09 g/mol
- ΔE to the lowest compared entry with this formula, charge and spin: 62.7 kcal per mole

Last column: Löwdin charge in e.
CARTESIAN COORDINATES (ANGSTROEM)
O -0.012 1.384 1.816  0.04
N 1.339 0.043 -0.097  0.19
N -0.568 0.604 0.904  -0.02
C -0.003 -0.180 0.009  -0.21
C -0.536 -1.037 -1.249  0.07
H 1.817 0.542 0.623  0.12
H -0.334 2.354 1.823  0.20
H -1.202 -1.951 -0.986  0.13
H 1.882 -0.692 -0.517  0.13
H -1.559 0.510 1.151  0.20
H 0.370 -1.255 -1.760  0.07
H -1.193 -0.322 -1.718  0.09



Question: Which of these has the lowest molecular weight?
Answer: C2H7N2O



Question: The highest molecular weight belongs to which entry?
Answer: C38H84N4O6



Question: multiplicity of number 1 (C38H84N4O6)?
Answer: 1